ORCA calculation (the ωB97M-V functional and the def2-TZVPD basis) on a 2-piece molecular cluster, CH4NO2S overall.

The HOMO-LUMO gap is 7.85 eV. As for the total charge: -1. For the largest force on an atom, the calculation gives 0.6 eV Å⁻¹. As for the energy above the lowest of the compared OMol25 structures with the same formula, charge and spin: 15.8 kcal/mol.

Last column: Löwdin charge in e.
Geometry (Å):
S: 0.520 1.086 2.095  0.42
O: -0.727 0.896 -0.776  -0.16
O: -1.988 -0.969 -0.997  -0.09
N: 0.240 -1.153 -0.753  0.09
C: -0.925 -0.349 -0.849  -0.87
H: 0.172 1.248 0.781  -0.22
H: 1.136 -0.711 -0.725  0.05
H: 0.159 -2.130 -0.917  0.05
H: 1.412 2.082 2.141  -0.27

---

ORCA calculation (the ωB97M-V functional and the def2-TZVPD basis) on CH3BF2O2 as an isolated structure at a distorted geometry.

The HOMO-LUMO gap is 11.91 eV. As for the total charge: 0. For the largest force on an atom, the calculation gives 5.3 eV Å⁻¹. As for the energy above the lowest of the compared OMol25 structures with the same formula, charge and spin: 34.3 kcal/mol.

Last column: Löwdin charge in e.
Geometry (Å):
F: -1.917 0.993 -0.827  0.06
F: -1.566 -0.683 0.788  -0.18
O: 1.294 -0.749 -0.579  0.17
O: 0.561 0.836 1.093  0.21
C: -0.998 0.010 -0.684  0.00
B: 0.424 0.198 -0.075  -0.65
H: 1.358 0.751 1.635  0.13
H: -1.258 -0.881 -1.251  0.14
H: 2.101 -0.475 -0.101  0.12

---

ORCA calculation (the ωB97M-V functional and the def2-TZVPD basis) on an isolated ion of composition C3H8BrN2 and charge +1 at a distorted geometry.

The HOMO-LUMO gap is 11.29 eV. As for the total charge: +1. Its SMILES is [H]/N=C(\Br)C[NH2+]C. For the largest force on an atom, the calculation gives 5.1 eV Å⁻¹. As for the energy above the lowest of the compared OMol25 structures with the same formula, charge and spin: 37.4 kcal/mol.

Last column: Löwdin charge in e.
Geometry (Å):
Br: 3.179 0.693 -1.046  0.84
N: 1.011 1.457 0.445  0.10
N: -0.535 -0.638 0.572  -0.02
C: 1.482 0.493 -0.240  -0.79
C: 0.656 -0.758 -0.363  -0.11
C: -1.727 -0.160 -0.062  -0.03
H: 1.512 2.298 0.502  0.06
H: -2.358 0.081 0.844  0.14
H: -0.189 0.248 1.097  0.16
H: -2.223 -0.803 -0.695  0.08
H: -1.563 0.887 -0.576  0.16
H: 0.188 -0.682 -1.307  0.11
H: -0.702 -1.406 1.154  0.16
H: 1.270 -1.709 -0.325  0.16

---

ORCA calculation (the ωB97M-V functional and the def2-TZVPD basis) on one molecule with the formula C16H20ClNO3.

The HOMO-LUMO gap is 9.29 eV. As for the total charge: 0. Its SMILES is O[C@H](CNCCc1ccc(Cl)cc1)COCc1ccco1. For the largest force on an atom, the calculation gives 0.9 eV Å⁻¹. As for the energy above the lowest of the compared OMol25 structures with the same formula, charge and spin: 69.1 kcal/mol.

Last column: Löwdin charge in e.
Geometry (Å):
Cl: -4.266 -4.846 1.332  0.67
O: 4.671 0.503 -2.059  0.05
O: 1.395 2.094 -2.251  -0.13
O: -1.368 2.383 -2.572  -0.01
N: -0.261 0.282 0.253  -0.07
C: -1.530 0.384 2.444  -0.14
C: -0.177 0.381 1.693  -0.22
C: -3.773 -2.233 0.870  -0.10
C: -0.751 1.472 -0.415  -0.18
C: -2.608 -3.233 2.724  -0.10
C: 3.462 0.961 -1.666  -0.25
C: 2.748 1.913 -2.578  -0.13
C: 0.584 0.958 -2.495  -0.16
C: 5.118 -0.316 -1.087  -0.12
C: -1.994 -2.022 2.981  -0.03
C: 4.214 -0.396 -0.077  -0.06
C: -3.495 -3.332 1.664  -0.68
C: -0.810 1.262 -1.937  -0.35
C: 3.131 0.439 -0.451  -0.02
C: -3.153 -1.027 1.142  -0.04
C: -2.258 -0.903 2.199  -0.25
H: -0.701 3.081 -2.546  0.10
H: 0.990 0.071 -2.000  0.12
H: -1.476 0.422 -2.166  0.15
H: -3.380 -0.168 0.526  0.11
H: 0.519 0.774 -3.578  0.14
H: -2.402 -4.096 3.338  0.10
H: -1.301 -1.944 3.806  0.12
H: -1.755 1.787 -0.087  0.12
H: 2.858 1.564 -3.618  0.14
H: -0.052 2.287 -0.205  0.13
H: -0.833 -0.520 0.001  0.11
H: 0.368 1.297 1.936  0.12
H: 3.198 2.910 -2.504  0.14
H: 6.077 -0.770 -1.236  0.12
H: 0.411 -0.474 2.041  0.12
H: 2.226 0.608 0.094  0.09
H: -4.468 -2.320 0.049  0.11
H: 4.299 -0.973 0.821  0.10
H: -1.328 0.508 3.509  0.12
H: -2.129 1.230 2.106  0.11

---

Please write out number 2 again, unchanged.
ORCA calculation (the ωB97M-V functional and the def2-TZVPD basis) on CH3BF2O2 as an isolated structure at a distorted geometry.

The HOMO-LUMO gap is 11.91 eV. As for the total charge: 0. For the largest force on an atom, the calculation gives 5.3 eV Å⁻¹. As for the energy above the lowest of the compared OMol25 structures with the same formula, charge and spin: 34.3 kcal/mol.

Last column: Löwdin charge in e.
Geometry (Å):
F: -1.917 0.993 -0.827  0.06
F: -1.566 -0.683 0.788  -0.18
O: 1.294 -0.749 -0.579  0.17
O: 0.561 0.836 1.093  0.21
C: -0.998 0.010 -0.684  0.00
B: 0.424 0.198 -0.075  -0.65
H: 1.358 0.751 1.635  0.13
H: -1.258 -0.881 -1.251  0.14
H: 2.101 -0.475 -0.101  0.12

---

What is the total charge in the second record? 0